The following is a quantum chemistry calculation of the molecule C22H20N4O at a distorted geometry, from the OMol25 dataset.

The calculation puts the relative energy (zero: lowest compared OMol25 entry of this formula, charge and spin) at 0.00 kcal per mole. Its lowest unoccupied orbital energy is 0.6 eV. The HOMO-LUMO gap is 8.24 eV.

```
! wB97M-V def2-TZVPD RIJCOSX def2/J DEFGRID3
* xyz 0 1
O -1.94 0.35 -1.00
N 0.33 -5.79 4.62
C -0.80 0.77 -1.06
C -0.26 -4.88 3.89
C 0.71 -3.96 3.37
C 1.93 -4.39 3.86
C -3.55 5.16 -3.45
C -3.52 4.40 -4.61
C -0.62 -2.68 1.72
C -0.69 -1.65 0.79
C -2.67 4.89 -2.40
C 1.56 -0.93 1.41
C -2.68 3.31 -4.67
C 0.52 -2.83 2.48
C 0.38 -0.74 0.62
C -1.82 3.80 -2.47
C 1.61 -1.95 2.35
C -1.84 3.00 -3.59
N 1.64 -5.48 4.65
N 0.32 0.32 -0.31
N -0.86 3.30 -1.55
C 3.15 -3.59 3.48
C 2.83 -2.09 3.23
C -0.94 1.83 -3.42
C 1.45 1.21 -0.61
C 1.15 1.88 -1.96
C -0.38 1.96 -1.97
H -1.33 -4.90 3.61
H -4.24 5.99 -3.37
H -4.19 4.60 -5.45
H -1.46 -3.36 1.80
H -1.62 -1.62 0.16
H -2.65 5.50 -1.50
H 2.44 -0.28 1.30
H -2.73 2.66 -5.57
H 2.33 -5.95 5.27
H -0.93 3.59 -0.56
H 3.65 -4.01 2.60
H 3.89 -3.65 4.29
H 2.65 -1.60 4.22
H 3.70 -1.59 2.77
H -1.49 0.90 -3.55
H -0.15 1.90 -4.15
H 2.38 0.62 -0.70
H 1.56 1.95 0.21
H 1.52 1.19 -2.73
H 1.67 2.83 -2.07
*
```

Results of the Löwdin charge analysis, in e, for atoms 1 through 6: number 1, O, carries 0.0821; number 2, N, carries 0.0167; number 3, C, carries -0.3099; number 4, C, carries -0.1052; number 5, C, carries -0.1362; number 6, C, carries -0.1776



The following is a quantum chemistry calculation of C22H20N4O7P2Ti as an isolated structure, from the OMol25 dataset.

Its lowest unoccupied orbital energy is -0.8 eV. The HOMO-LUMO gap is 8.12 eV.

```
! wB97M-V def2-TZVPD RIJCOSX def2/J DEFGRID3
* xyz 0 1
Ti -0.35 0.29 -0.18
C -0.81 -0.21 4.27
C 0.51 -0.12 4.68
C 1.51 -0.04 3.74
C 1.20 -0.05 2.37
C -0.13 -0.12 1.93
C -1.12 -0.20 2.92
C 2.28 -0.01 1.36
C 3.65 -0.04 1.72
C 4.60 -0.06 0.75
C 4.22 -0.06 -0.61
C 5.18 -0.11 -1.65
C 4.78 -0.13 -2.95
C 3.40 -0.09 -3.26
C 2.46 -0.04 -2.27
C 2.85 -0.01 -0.91
N 1.90 0.03 0.09
H -1.61 -0.28 5.00
H 0.76 -0.12 5.74
H 2.53 0.05 4.08
H -2.16 -0.24 2.64
H 3.93 -0.06 2.76
H 5.65 -0.08 1.01
H 6.23 -0.14 -1.38
H 5.51 -0.16 -3.75
H 3.08 -0.09 -4.29
H 1.42 0.02 -2.54
O -2.63 0.70 -3.43
P -1.08 0.96 -3.22
O -0.27 0.96 -4.43
O -0.68 -0.05 -2.10
O -1.13 2.37 -2.43
P -0.02 2.94 -1.42
O -0.45 4.45 -1.24
O 1.35 2.74 -1.85
O -0.40 2.19 -0.08
H -2.89 0.79 -4.35
H -1.35 4.59 -0.92
N 0.47 -2.80 0.51
N -0.02 -1.91 -0.49
H 0.19 -3.75 0.31
H 0.08 -2.51 1.40
H -0.90 -2.22 -0.91
H 0.66 -1.89 -1.24
N -7.72 -0.97 0.68
C -6.59 -0.80 0.58
C -5.18 -0.58 0.45
C -4.29 -1.64 0.61
C -2.93 -1.42 0.49
C -2.41 -0.15 0.20
C -3.33 0.89 0.05
C -4.69 0.69 0.17
H -4.66 -2.63 0.84
H -2.27 -2.26 0.68
H -2.97 1.89 -0.17
H -5.38 1.51 0.05
*
```

Results of the Löwdin charge analysis, in e, for atoms 1 through 6: number 1, Ti, carries 1.1111; number 2, C, carries -0.0728; number 3, C, carries -0.0754; number 4, C, carries -0.0302; number 5, C, carries -0.1873; number 6, C, carries -0.1548



The following is a quantum chemistry calculation of C22H21Cl2CrN2OS4 as an isolated structure, from the OMol25 dataset.

The calculation puts the relative energy (zero: lowest compared OMol25 entry of this formula, charge and spin) at 0.00 kcal per mole. Its lowest unoccupied orbital energy (spin up / spin down) is 4.5 / 4.5 eV. The HOMO-LUMO gap (spin up / spin down) is 3.55 / 5.38 eV. The expectation value of S² is 8.821.

```
! wB97M-V def2-TZVPD RIJCOSX def2/J DEFGRID3
* xyz -2 6
Cr -1.77 0.50 0.27
Cl -0.10 3.39 0.78
C -1.59 4.27 0.74
C -1.67 5.40 1.53
C -2.83 6.16 1.54
C -3.89 5.77 0.74
C -3.79 4.63 -0.04
Cl -5.17 4.24 -1.03
C -2.65 3.80 -0.07
S -2.55 2.40 -1.09
H -0.82 5.66 2.14
H -2.90 7.04 2.16
H -4.81 6.35 0.71
C -3.42 -3.82 -0.56
C -2.79 -2.57 0.01
S -3.14 -1.09 -0.87
C -2.00 -2.63 1.09
C -1.70 -3.94 1.79
S -1.22 -1.22 1.82
H -4.30 -3.56 -1.15
H -3.73 -4.52 0.22
H -2.73 -4.35 -1.23
H -2.53 -4.25 2.44
H -0.81 -3.84 2.41
H -1.53 -4.75 1.07
S -3.37 1.98 3.02
C -2.56 1.37 1.85
C 3.54 -1.87 -2.43
N 2.59 -1.97 -1.32
N 2.11 -0.67 -1.01
C 0.68 -0.66 -1.08
O 0.02 0.40 -0.77
C 0.30 -1.92 -1.51
C 1.42 -2.73 -1.67
C 1.53 -4.20 -1.75
C 2.92 0.16 -0.26
C 2.61 1.53 -0.14
C 3.45 2.37 0.57
C 4.61 1.89 1.17
C 4.92 0.54 1.05
C 4.09 -0.32 0.34
H 4.41 -1.29 -2.13
H 3.08 -1.41 -3.31
H 3.88 -2.88 -2.69
H -0.73 -2.21 -1.62
H 0.53 -4.63 -1.81
H 2.02 -4.62 -0.86
H 2.09 -4.57 -2.62
H 1.71 1.90 -0.61
H 3.18 3.41 0.66
H 5.26 2.56 1.73
H 5.81 0.14 1.51
H 4.32 -1.37 0.27
*
```

Results of the Löwdin charge analysis, in e, for atoms 1 through 6: number 1, Cr, carries -0.0272; number 2, Cl, carries 0.7316; number 3, C, carries -0.6761; number 4, C, carries -0.1439; number 5, C, carries -0.1238; number 6, C, carries -0.1553



The following is a quantum chemistry calculation of C22H21CrO4 as an isolated structure at a distorted geometry, from the OMol25 dataset.

Its lowest unoccupied orbital energy (spin up / spin down) is -7.3 / -10.3 eV. The HOMO-LUMO gap (spin up / spin down) is 6.19 / 3.70 eV. The expectation value of S² is 3.821.

```
! wB97M-V def2-TZVPD RIJCOSX def2/J DEFGRID3
* xyz 2 4
O 3.22 4.27 1.39
C 3.08 3.14 1.46
Cr 2.83 1.29 1.54
C 1.32 1.50 2.63
O 0.39 1.61 3.27
C 3.92 1.10 3.05
O 4.59 0.97 3.96
C 4.28 0.67 0.06
C 3.23 1.36 -0.60
C 1.88 0.97 -0.38
C 1.56 -0.13 0.49
C 0.24 -0.46 0.75
C -0.95 -0.59 1.12
C -2.20 -0.63 1.58
C -3.14 0.42 1.44
C -4.43 0.29 1.98
C -5.37 1.27 1.80
C -5.05 2.41 1.08
C -3.78 2.59 0.57
C -2.83 1.61 0.76
C 2.65 -0.82 1.13
C 3.99 -0.43 0.91
H 5.32 0.94 -0.13
H 3.45 2.15 -1.31
H 1.07 1.47 -0.91
H -2.52 -1.53 2.08
H -4.67 -0.61 2.52
H -6.36 1.15 2.21
H -5.80 3.17 0.92
H -3.53 3.49 0.03
H -1.83 1.75 0.39
H 2.41 -1.67 1.78
H 4.80 -0.96 1.41
C -5.74 -3.97 3.91
C -4.67 -4.66 3.04
C -3.45 -5.01 3.89
C -5.26 -5.93 2.42
O -4.28 -3.74 1.99
H -6.61 -3.72 3.31
H -6.05 -4.63 4.72
H -5.34 -3.06 4.34
H -2.69 -5.49 3.29
H -3.01 -4.11 4.32
H -3.72 -5.68 4.70
H -4.53 -6.44 1.80
H -5.58 -6.63 3.20
H -6.13 -5.70 1.81
H -3.65 -4.20 1.39
*
```

Results of the Löwdin charge analysis, in e, for atoms 1 through 6: number 1, O, carries 0.2883; number 2, C, carries -0.0181; number 3, Cr, carries 0.4086; number 4, C, carries -0.0494; number 5, O, carries 0.2683; number 6, C, carries -0.0423



Number 1: molecular weight 356.429 u. Number 2: molecular weight 562.238 u. Number 3: molecular weight 580.593 u. Number 4: molecular weight 401.402 u.